Entry from the Open Molecules 2025 dataset: a structure of composition C26H32LuNO4S2 (wB97M-V/def2-TZVPD).

Geometry as XYZ:
```
66
Properties=species:S:1:pos:R:3:forces:R:3:nbo_charge:R:1
O -3.744479 2.517878 -2.688635 -1.3 0.3 -1.0 -0.570
C -4.463065 1.726935 -3.694784 0.3 -0.4 0.2 -0.063
C -5.277897 2.918950 -4.190391 0.5 -0.2 0.4 -0.462
H -5.038241 0.928479 -3.208178 0.2 0.1 -0.2 0.185
H -3.780895 1.313167 -4.454415 -0.1 0.0 0.4 0.178
C -4.404584 3.717706 -3.192992 -0.6 0.5 -0.1 0.276
H -6.328064 2.854565 -3.895481 0.1 0.2 -0.3 0.215
H -5.128150 3.169270 -5.242867 -0.3 0.0 0.2 0.215
C -5.222490 4.381769 -2.105729 0.1 0.0 0.1 -0.625
H -5.871681 3.642644 -1.613487 0.2 0.2 -0.1 0.217
H -5.845222 5.169948 -2.544799 0.1 -0.1 0.1 0.217
H -4.556667 4.827390 -1.359542 -0.2 0.0 0.0 0.215
C -3.410293 4.651838 -3.853507 0.0 0.1 0.1 -0.630
H -2.808738 4.120390 -4.601663 -0.1 0.1 0.2 0.215
H -2.755002 5.089874 -3.094499 0.0 -0.1 -0.1 0.216
H -3.943952 5.465863 -4.357109 0.1 -0.1 0.1 0.218
Lu 1.164922 -0.518577 0.511458 0.5 -1.5 -0.2 1.498
C 3.500147 -0.364530 -0.351735 0.0 -0.5 -0.7 -0.392
C 3.015647 -1.618621 -0.847609 0.5 0.8 -0.6 -0.298
C 1.985455 -1.353799 -1.800119 0.5 0.3 0.1 -0.371
H 3.424220 -2.601157 -0.615051 -0.4 0.4 0.0 0.253
C 1.844168 0.061483 -1.910475 0.9 -0.1 0.1 -0.348
C 2.769647 0.674931 -1.004032 -0.1 -0.3 -0.7 -0.367
H 2.955540 1.747973 -0.918116 -0.1 -0.4 0.1 0.244
H 4.340410 -0.231282 0.335087 -0.5 0.0 -0.2 0.250
H 1.468287 -2.100159 -2.411111 0.2 0.3 0.4 0.244
H 1.245024 0.580326 -2.661677 0.1 -0.2 0.5 0.234
C 1.980418 -0.005100 2.818465 -0.3 0.6 0.2 -0.331
C 2.038188 1.210291 2.069678 -0.4 0.1 0.8 -0.344
C 0.703187 1.588879 1.739728 0.1 -0.2 0.8 -0.394
H 2.934786 1.795805 1.863958 -0.3 -0.3 0.0 0.243
C -0.182040 0.595587 2.275028 0.5 0.4 0.7 -0.358
C 0.608408 -0.379115 2.948368 -0.1 0.6 0.2 -0.342
H 0.225002 -1.223294 3.521376 0.2 0.2 -0.3 0.276
H 2.822498 -0.494949 3.306297 -0.2 0.0 -0.3 0.248
H 0.401461 2.535102 1.292840 0.1 -0.4 -0.1 0.241
H -1.271642 0.636690 2.266762 0.4 -0.1 -0.1 0.244
O -0.828430 -0.381884 -0.382369 -1.1 0.3 -0.8 -0.620
C -0.916423 1.024890 -0.817528 -0.5 0.0 -0.1 -0.065
C -1.592966 0.933707 -2.158731 0.7 -0.2 -0.3 -0.443
H 0.080360 1.507270 -0.896279 -0.5 -0.6 0.2 0.231
H -1.505050 1.586239 -0.075072 0.1 -0.3 -0.2 0.199
C -2.596865 -0.204268 -1.975584 -0.2 0.4 0.3 -0.442
H -0.840287 0.647003 -2.910934 -0.2 0.0 0.1 0.197
H -2.040747 1.882109 -2.434177 0.1 -0.3 0.0 0.282
C -1.836484 -1.201134 -1.124602 0.7 0.0 0.3 -0.044
H -2.952883 -0.609277 -2.926149 0.1 -0.1 0.2 0.230
H -3.464315 0.161880 -1.413472 0.1 0.0 -0.2 0.216
H -1.274186 -1.920505 -1.734146 -0.1 0.1 0.3 0.198
H -2.447856 -1.729904 -0.380120 0.3 0.2 -0.2 0.215
O 1.545168 -5.671664 5.270655 -0.4 1.0 -0.3 -0.908
S 1.645170 -4.249645 5.019206 1.2 0.3 -0.4 2.275
O 1.342959 -3.323217 6.089704 -0.1 -0.6 -0.8 -0.914
N 0.935157 -3.776629 3.596707 -0.2 -0.2 -0.9 -0.746
C 1.778537 -3.495354 2.610376 -1.8 -0.4 2.1 0.147
S 1.164803 -3.170524 1.058446 0.0 0.1 -0.5 -0.213
C 3.197390 -3.518572 3.018403 1.0 0.1 1.0 -0.058
C 4.383237 -3.134293 2.375946 -0.5 -0.2 0.0 -0.204
C 5.599283 -3.193928 3.073197 -0.3 -0.1 0.3 -0.199
C 5.644931 -3.622526 4.413682 -0.4 0.0 -0.4 -0.193
C 4.454118 -3.976638 5.066703 0.1 0.0 -0.3 -0.188
C 3.264071 -3.903104 4.361063 1.0 0.0 0.2 -0.302
H 4.326330 -2.787849 1.341033 0.2 -0.1 0.3 0.226
H 6.519885 -2.903428 2.564925 -0.3 -0.1 0.2 0.218
H 6.599791 -3.684043 4.937927 -0.3 0.1 -0.2 0.222
H 4.420992 -4.317865 6.100148 0.2 0.1 -0.2 0.235
```
Forces are in eV/Å.

The calculation puts the HOMO-LUMO gap at 7.95 eV. Its charge is 0. The LUMO energy comes out at 0.00 eV. As for the multiplicity: 1.

Entry from the Open Molecules 2025 dataset: a structure of composition C26H32MgNO4S2 (wB97M-V/def2-TZVPD).

Geometry as XYZ:
```
66
Properties=species:S:1:pos:R:3:forces:R:3:nbo_charge:R:1
O 0.387256 -0.754382 -3.091797 1.0 1.0 -2.8 -0.574
C 1.038300 0.299682 -3.963463 0.2 1.2 0.7 -0.082
C 0.877838 -0.413228 -5.283875 -0.5 0.6 0.3 -0.469
H 2.092071 0.387887 -3.676812 -0.3 0.2 0.2 0.185
H 0.525452 1.262577 -4.006081 0.3 -0.3 0.9 0.230
C 0.454801 -1.540387 -4.340913 -0.4 -1.0 -1.4 0.264
H 1.815215 -0.544300 -5.841589 -0.5 -0.1 0.1 0.206
H 0.107362 -0.012370 -5.945554 0.0 0.1 0.2 0.200
C 1.652422 -2.449147 -4.479794 0.3 -0.8 0.7 -0.619
H 2.541275 -1.795016 -4.482547 -0.1 -0.7 0.2 0.206
H 1.593682 -2.957803 -5.463158 0.0 0.2 0.5 0.210
H 1.736455 -3.181765 -3.678120 0.1 -0.1 0.0 0.224
C -0.896261 -2.123885 -4.660139 -0.2 -0.5 0.1 -0.619
H -1.672987 -1.350386 -4.609514 0.2 -0.1 0.0 0.216
H -1.151689 -2.903497 -3.938751 -0.1 0.0 0.0 0.218
H -0.898426 -2.565658 -5.667966 0.0 0.1 0.3 0.208
Mg -0.524669 -0.760112 -0.278379 -0.4 0.2 1.7 1.702
C -2.086036 -1.213362 2.239377 -0.9 0.1 -0.2 -0.321
C -2.682333 0.070698 2.096200 -1.1 -0.7 -0.6 -0.280
C -3.130672 0.210463 0.760391 -0.2 0.2 1.0 -0.366
H -2.892571 0.774990 2.905663 0.5 -0.1 -0.5 0.200
C -2.900835 -1.020942 0.082564 0.8 -0.2 -0.4 -0.559
C -2.270682 -1.905578 1.024237 -0.2 0.0 0.1 -0.419
H -2.077002 -2.961495 0.845019 0.0 0.5 0.0 0.218
H -1.533036 -1.554682 3.119468 -0.3 0.0 -0.4 0.219
H -3.663252 1.073584 0.361464 0.2 -0.2 0.1 0.198
H -3.292755 -1.316617 -0.896764 0.0 0.1 0.4 0.217
C 1.426457 -2.293711 1.697979 -0.4 0.2 -0.8 -0.326
C 0.505187 -2.971906 0.852494 1.2 -0.4 -0.3 -0.306
C 0.707517 -2.518266 -0.490235 -0.1 -0.4 0.3 -0.609
H -0.203592 -3.740784 1.177124 0.5 0.2 -0.2 0.203
C 1.641681 -1.410963 -0.423057 0.6 -0.2 0.5 -0.494
C 2.055646 -1.285867 0.935055 0.4 -0.7 -0.8 -0.281
H 2.774805 -0.553877 1.314593 -0.5 -0.5 -0.4 0.250
H 1.662085 -2.545197 2.734130 -0.4 0.4 -0.2 0.222
H 0.318095 -2.964117 -1.416356 0.1 0.2 0.5 0.218
H 2.113349 -0.916835 -1.273148 -0.2 -0.1 0.3 0.214
O 0.015095 3.213274 -3.489304 -1.7 -0.3 1.9 -0.560
C -1.147340 2.468926 -2.834159 1.2 0.6 0.3 -0.085
C -1.947688 3.602397 -2.142633 0.6 -0.5 -0.5 -0.430
H -0.690847 1.761452 -2.076754 -0.4 0.7 -0.6 0.169
H -1.718009 1.845616 -3.537573 0.4 0.5 -0.1 0.201
C -0.832896 4.554293 -1.665850 0.0 -0.1 0.4 -0.438
H -2.580840 3.235705 -1.331971 0.1 0.0 -0.1 0.229
H -2.579702 4.086703 -2.885248 -0.1 0.0 0.0 0.201
C 0.446136 4.017074 -2.341760 0.0 -0.7 0.2 -0.083
H -0.730720 4.490310 -0.581468 0.1 -0.1 0.0 0.224
H -1.055544 5.606511 -1.855492 0.1 -0.1 -0.4 0.203
H 0.943925 3.328972 -1.609071 -0.2 0.5 -0.6 0.181
H 1.164191 4.797894 -2.626400 -0.3 -0.4 -0.3 0.195
O 3.957071 1.293038 4.747778 -0.2 -0.4 -0.1 -0.938
S 3.065672 0.197492 4.441001 -1.4 0.0 -0.6 2.275
O 3.601213 -1.147964 4.480917 0.0 0.6 -0.2 -0.941
N 2.195851 0.500112 3.066425 0.5 0.6 0.2 -0.800
C 0.903028 0.765271 3.231941 2.4 -0.3 -1.1 0.132
S -0.093176 1.041922 1.889156 0.1 1.1 0.4 -0.348
C 0.511399 0.667324 4.655010 -0.3 -1.0 1.3 -0.125
C -0.759984 0.640522 5.233510 0.3 0.3 -0.5 -0.169
C -0.925537 0.138848 6.526128 0.4 0.1 0.0 -0.219
C 0.180705 -0.328092 7.264460 -0.2 0.3 -0.3 -0.211
C 1.462321 -0.311473 6.700670 -0.3 0.5 -0.2 -0.221
C 1.593190 0.212726 5.415282 -0.3 -0.2 1.2 -0.228
H -1.569605 1.020172 4.610538 -0.1 -0.3 0.3 0.235
H -1.928808 0.102070 6.947915 0.3 0.0 0.0 0.210
H 0.031939 -0.672538 8.288987 0.0 -0.1 -0.3 0.207
H 2.338806 -0.682284 7.240234 -0.4 0.1 -0.2 0.227
```
Forces are in eV/Å.

The calculation puts the HOMO-LUMO gap at 5.93 eV. Its charge is -1. The LUMO energy comes out at 2.28 eV. As for the multiplicity: 1.

Entry from the Open Molecules 2025 dataset: a structure of composition C26H32N3O7V (wB97M-V/def2-TZVPD).

Geometry as XYZ:
```
69
Properties=species:S:1:pos:R:3:forces:R:3:nbo_charge:R:1
V -1.286072 0.809373 0.498999 -1.3 0.2 1.0 1.281
C -2.831414 -1.523856 -0.560300 0.0 0.1 -0.1 -0.083
C -3.017327 -1.710368 0.930212 0.1 0.0 0.1 -0.086
O -1.954528 -1.043854 1.630010 -0.1 0.1 0.0 -0.566
C -2.299720 -0.790746 2.996546 0.0 -0.1 -0.1 -0.074
C -1.248008 0.101707 3.600534 0.1 0.1 0.0 -0.076
O -1.079507 1.230934 2.747070 0.1 0.0 0.0 -0.580
C -0.834525 2.468853 3.418268 0.0 -0.1 0.0 -0.084
C -0.660392 3.540331 2.359867 0.0 0.0 -0.1 -0.079
O -1.567173 3.412020 1.285484 0.0 0.0 0.0 -0.509
C -2.923546 3.748456 1.481409 0.1 0.1 0.0 -0.090
C -3.752763 2.553325 1.912212 -0.1 -0.1 0.1 -0.075
O -3.493363 1.408126 1.087970 0.1 0.1 -0.5 -0.581
C -4.445108 1.127516 0.051161 -0.1 0.0 0.1 -0.090
C -3.702810 0.706863 -1.203083 0.1 -0.1 0.0 -0.086
O -2.596576 -0.157104 -0.913068 0.0 -0.3 0.0 -0.557
H -3.703221 -1.913955 -1.090401 0.0 0.0 0.0 0.210
H -1.947313 -2.060557 -0.902623 0.0 0.0 0.0 0.220
H -2.996732 -2.778220 1.162665 0.0 0.0 0.0 0.211
H -3.970513 -1.301997 1.272898 0.0 0.0 0.0 0.186
H -2.360640 -1.729204 3.553575 0.0 0.0 0.0 0.208
H -3.273967 -0.295602 3.021192 0.0 0.0 0.0 0.191
H -0.292270 -0.413488 3.719308 0.0 0.0 0.0 0.199
H -1.587390 0.419117 4.589709 0.0 0.0 0.0 0.209
H 0.073776 2.406829 4.024352 0.0 0.0 0.0 0.204
H -1.677943 2.672882 4.085444 0.0 0.0 0.0 0.179
H 0.322647 3.440554 1.898779 0.0 0.0 0.0 0.214
H -0.722227 4.527932 2.828337 0.0 0.0 0.0 0.197
H -3.276447 4.115755 0.515680 0.0 0.0 0.0 0.208
H -3.041509 4.555729 2.213440 0.0 0.0 0.0 0.193
H -4.815651 2.802134 1.879982 0.0 0.0 0.0 0.203
H -3.514270 2.251423 2.931509 0.0 0.0 0.0 0.187
H -5.047974 2.008685 -0.178273 0.0 0.0 0.0 0.209
H -5.119489 0.344697 0.407635 0.0 0.0 0.0 0.185
H -3.232892 1.565983 -1.679305 0.0 0.0 0.0 0.243
H -4.381602 0.223972 -1.909047 0.0 0.0 0.0 0.205
C 3.322762 -5.913721 -1.488539 0.0 0.0 0.0 -0.255
O 2.566665 -4.888488 -2.112606 0.0 0.0 0.0 -0.489
C 3.179970 -3.692690 -2.306179 0.0 -0.1 0.0 0.309
C 4.482588 -3.407515 -1.919782 0.0 0.1 0.0 -0.325
C 5.004063 -2.142413 -2.175676 0.1 -0.1 0.1 -0.126
C 4.234581 -1.156514 -2.760761 0.1 0.4 0.0 -0.010
C 2.940915 -1.463978 -3.188053 0.0 0.0 -0.1 -0.204
C 2.422762 -2.720699 -2.966562 0.0 0.0 0.0 -0.246
N 4.904731 0.102708 -3.018593 -0.3 -0.2 -0.2 -0.110
N 4.334358 1.201435 -2.945480 -0.1 -0.1 0.6 -0.108
C 3.000911 1.346847 -2.395505 0.3 0.0 -0.2 0.011
C 2.124953 2.105111 -3.121496 -0.3 0.1 -0.1 -0.159
C 0.789189 2.323183 -2.727739 0.3 0.1 -0.1 -0.286
C 0.319395 1.794139 -1.546285 -0.1 -0.3 0.3 0.326
O -0.879149 1.969741 -1.044500 0.2 0.3 -0.5 -0.828
C 1.241013 0.992325 -0.778092 -0.3 0.3 0.1 0.143
N 0.709394 0.438937 0.362627 1.0 -0.2 -0.4 -0.565
C 1.515257 -0.213471 1.176194 0.0 0.0 0.0 0.036
C 2.899114 -0.299712 0.964115 -0.1 0.0 0.1 -0.210
C 3.433656 0.226912 -0.176714 0.0 0.0 -0.2 -0.122
C 2.589277 0.835859 -1.135280 0.2 -0.1 0.0 -0.089
H 2.665602 -6.774824 -1.417049 0.0 0.0 0.0 0.205
H 3.641434 -5.614206 -0.487236 0.0 0.0 0.0 0.175
H 4.198158 -6.175903 -2.086207 0.0 0.0 0.0 0.184
H 5.105173 -4.153181 -1.448727 0.0 0.0 0.0 0.227
H 6.028320 -1.912718 -1.907178 0.0 0.0 0.0 0.223
H 2.349005 -0.725520 -3.711609 0.0 0.0 0.0 0.231
H 1.432067 -2.984779 -3.312932 0.0 0.0 0.0 0.225
H 2.483707 2.526130 -4.053683 0.0 0.0 0.0 0.234
H 0.135614 2.939190 -3.330619 0.0 0.0 0.0 0.228
H 1.059566 -0.691362 2.034712 0.0 0.0 0.0 0.189
H 3.522459 -0.785984 1.701243 0.0 0.0 0.0 0.225
H 4.500954 0.190915 -0.343959 0.0 -0.1 -0.1 0.237
```
Forces are in eV/Å.

The calculation puts the HOMO-LUMO gap (spin up / spin down) at 6.92 / 7.02 eV. Its charge is +1. The LUMO energy (spin up / spin down) comes out at -2.17 / -2.35 eV. As for the multiplicity: 4.

One value per record, in order, for max |F|: 2.77; 3.14; 1.60 eV/Å.